# C29H38CeN2O2P3

A structure of composition C29H38CeN2O2P3 at a distorted geometry (ωB97M-V/def2-TZVPD, OMol25).

```
! wB97M-V def2-TZVPD RIJCOSX def2/J DEFGRID3
* xyz 3 1
Ce 0.1193 -0.2219 -1.1539
P -2.4980 0.5763 -1.9095
C -2.1358 1.2054 -3.5688
C -0.6962 1.4152 -3.9691
N 0.3992 1.1041 -3.2192
C 1.6514 1.4225 -3.7204
C 1.8184 2.0142 -4.9744
C 0.6871 2.2711 -5.7611
C -0.5775 1.9914 -5.2247
C 2.9110 1.1823 -2.8835
P 2.9040 -0.3999 -1.9056
H -1.5222 2.2367 -5.7359
H 2.8448 2.2522 -5.3384
H 0.7682 2.6684 -6.7874
H 3.7931 1.1514 -3.5451
H 3.0574 2.0249 -2.1785
H -2.5570 0.5136 -4.2990
H -2.6500 2.1526 -3.6515
H -1.9121 -3.6555 -5.2247
O -1.1398 -4.1195 -5.5361
H -0.8416 -3.7101 -6.3272
H -1.2301 -2.3737 -1.0088
O -0.2149 -2.6628 -0.5228
H -0.0391 -3.5584 -1.2483
C 3.4651 -1.6383 -3.1605
H 4.4452 -1.4098 -3.6224
H 3.5391 -2.6193 -2.6586
H 2.7053 -1.7268 -3.9557
C 4.4064 -0.2315 -0.8222
H 4.2170 -0.8167 0.1011
H 5.3478 -0.6073 -1.2854
H 4.5537 0.8220 -0.5119
C -3.5110 1.9193 -1.1317
H -4.6028 1.8736 -1.3529
H -3.3651 1.7995 -0.0350
H -3.1459 2.9207 -1.4241
C -3.7956 -0.6791 -2.2375
H -3.8357 -1.2844 -1.3130
H -4.7952 -0.2434 -2.4361
H -3.4907 -1.3119 -3.0893
N -0.1460 0.0607 0.6958
P -0.1905 0.0834 2.3045
C -1.6423 -0.7860 2.8805
C -1.8053 -1.0655 4.2526
C -2.9272 -1.7872 4.6907
C -3.8986 -2.2017 3.7677
C -3.7256 -1.9377 2.4018
C -2.5689 -1.2811 1.9522
C 1.2188 -0.8654 2.8494
C 2.0734 -0.4302 3.8744
C 3.2641 -1.1211 4.1194
C 3.5766 -2.2730 3.3897
C 2.6777 -2.7593 2.4335
C 1.5253 -2.0292 2.1285
C -0.1721 1.6691 3.1317
C 1.0090 2.4489 3.0923
C 1.1142 3.6399 3.8244
C 0.0094 4.1170 4.5545
C -1.1950 3.3880 4.5344
C -1.2984 2.1989 3.8001
H -1.0474 -0.7224 4.9578
H -3.0122 -2.0099 5.7594
H -4.7746 -2.7504 4.1405
H -4.5032 -2.2745 1.7048
H -2.4031 -1.1406 0.8727
H 1.8238 0.4468 4.4722
H 3.9578 -0.7417 4.8721
H 4.5202 -2.7935 3.5730
H 2.8976 -3.6937 1.9108
H 0.8756 -2.3663 1.3045
H 1.8857 2.1069 2.5323
H 2.0445 4.2248 3.8354
H 0.0693 5.0366 5.1492
H -2.0790 3.7455 5.0787
H -2.2306 1.6168 3.7871
*
```

Output
molar mass: 679.67 g/mol
gap between HOMO and LUMO: 6.24 eV
HOMO energy: -16.32 eV